Entry from OMol25: a single C21H25NO5 molecule (ωB97M-V with the def2-TZVPD basis set).

Summary:
SMILES string: CCCOC(=O)c1[nH]c2c(c1C)C(=O)C[C@@H](c1ccc(OC)c(OC)c1)C2

Each line ends with the natural charge from an NBO analysis.
Geometry (Å):
H: 0.8177 1.4132 -2.7816  0.23
H: 2.1321 3.4382 0.7905  0.24
C: 2.6344 1.2734 -0.7542  -0.05
H: 3.2749 -3.3169 1.1421  0.18
H: -4.9682 -2.8147 0.9079  0.19
C: 3.9451 1.5302 -0.3785  -0.16
O: 2.4493 -2.3207 -0.4828  -0.51
N: -1.4910 0.6075 -1.5271  -0.47
C: 0.3627 2.2765 1.0592  0.59
H: -6.8059 -0.2929 -1.1805  0.21
H: -7.5638 0.5404 0.1815  0.21
H: 6.9448 -2.5618 0.9785  0.20
H: -1.7086 0.3356 -2.4743  0.44
H: 4.3165 2.5441 -0.3665  0.20
H: 3.9473 -3.7636 -0.4459  0.18
C: -6.6636 0.0296 -0.1514  -0.61
C: 3.0410 -3.4669 0.0858  -0.24
O: 0.4187 2.3127 2.2705  -0.56
H: 5.8064 0.7437 0.2612  0.22
H: 6.5065 -0.9670 1.6387  0.18
C: 6.5056 -1.5936 0.7410  -0.25
H: 1.2074 -0.3186 -1.0279  0.22
H: 2.2894 -4.2507 -0.0107  0.19
C: 1.7365 2.4393 -1.1000  -0.21
O: -3.6943 -1.0354 -1.8281  -0.63
C: -6.3666 -1.1657 0.7459  -0.41
H: -2.0555 -0.5856 2.3627  0.23
C: -3.3552 -0.7171 -0.7055  0.78
H: 7.1006 -1.1117 -0.0419  0.18
C: -0.5758 1.4833 0.2863  -0.28
C: -2.1210 0.4700 2.1044  -0.65
C: -0.5010 1.4015 -1.1036  0.25
H: -3.1623 0.7680 2.2155  0.22
C: 1.2728 3.1346 0.1911  -0.50
H: -5.2295 -2.2324 -0.7641  0.21
C: 2.2125 -0.0445 -0.7548  -0.27
H: -1.4988 1.0467 2.7821  0.25
O: 5.2002 -1.8735 0.3039  -0.51
C: -5.1280 -1.9305 0.2837  -0.08
C: 4.3759 -0.8239 -0.0241  0.21
C: 0.5190 2.0619 -1.9550  -0.44
H: -5.8381 0.7379 -0.1264  0.21
H: 0.0935 2.9750 -2.3870  0.23
C: -1.6689 0.6811 0.7077  0.07
O: -3.9625 -1.1223 0.4176  -0.51
H: 0.7057 4.0347 -0.0666  0.22
C: 4.7944 0.5009 -0.0197  -0.29
C: 3.0489 -1.0986 -0.3973  0.34
C: -2.2224 0.1538 -0.4478  -0.05
H: -6.2081 -0.8274 1.7716  0.20
H: -7.2110 -1.8569 0.7393  0.21
H: 2.3403 3.1594 -1.6651  0.22

Cartesian forces (eV/Å) of the 2 atoms listed first:
H -0.014 0.014 -0.028
H -0.072 0.001 0.014

Entry from OMol25: a molecular structure, C21H25OW at a distorted geometry (ωB97M-V with the def2-TZVPD basis set).

Summary:
Multiplicity: 3
Total charge: -1

Each line ends with the Löwdin spin population.
Geometry (Å):
H: -0.2899 -4.3645 4.2214  0.00
H: 1.4846 -1.1597 -4.1209  0.02
H: 1.5591 2.9299 -0.6838  0.08
H: 2.7506 -0.8774 1.1092  0.01
C: -0.0962 -1.0230 2.2570  0.00
H: 0.1457 -2.2214 0.4841  0.00
H: 2.3284 0.8911 3.1286  0.01
C: -0.2437 -3.4236 3.6687  0.00
C: 1.7365 2.1511 0.0530  0.07
C: 2.3875 0.1419 1.0011  0.01
H: -0.5391 -2.1850 5.4238  0.00
H: -0.6699 3.7612 0.7422  0.04
H: 0.1528 2.0251 -2.7277  0.03
C: 0.0127 -2.2287 1.5666  0.01
C: -0.2165 -0.0179 -3.2827  0.01
O: -0.1478 -0.6062 -1.6775  0.03
C: -1.6723 0.0950 -3.6636  0.05
C: -0.3108 -0.9952 3.6355  0.01
H: 1.6617 3.2692 2.0242  0.03
C: 0.5112 -1.7475 -2.2321  0.01
C: -1.4615 1.9549 -0.3578  0.03
H: -0.0641 -2.6610 -2.0188  0.00
H: -2.2599 -0.7065 -3.2000  0.00
C: 0.4879 -1.3158 -3.6999  0.03
H: -1.5458 2.4964 2.9754  0.01
H: -2.6586 0.0640 -0.5101  0.00
C: -0.0487 -3.4348 2.2814  0.00
C: -2.2678 0.8989 1.5381  0.02
C: 2.1515 1.0689 2.0725  0.02
C: 0.5844 1.2478 -3.3711  0.14
C: -1.5833 2.0900 1.9672  0.02
C: -2.1988 0.8224 0.1200  0.02
C: 2.1523 0.8076 -0.2320  0.05
H: -0.4132 -0.0417 4.1558  0.00
H: 0.5807 1.6169 -4.4067  0.04
C: 1.7825 2.3324 1.4883  0.03
H: -2.7865 0.2055 2.1961  0.00
C: -1.1014 2.7633 0.7790  0.03
H: -1.3324 2.2466 -1.3964  0.02
H: 1.5235 -1.8397 -1.8083  0.00
H: 0.0587 -4.3807 1.7470  0.00
W: 0.2136 0.9370 1.1103  1.03
H: 1.6210 1.0769 -3.0628  0.03
C: -0.3804 -2.2045 4.3438  0.00
H: -1.7755 0.0226 -4.7558  0.01
H: -0.1342 -1.9616 -4.3250  0.01
H: -2.0746 1.0617 -3.3411  0.01
H: 2.3855 0.4180 -1.2165  0.02

Cartesian forces (eV/Å) of the 2 atoms listed first:
H 0.018 0.258 -0.143
H -0.260 -0.031 -0.153

Entry from OMol25: a molecular structure, C21H26AlCaCl4CsF2N4O13PS2 at a distorted geometry (ωB97M-V with the def2-TZVPD basis set).

Summary:
Total charge: +1

Each line ends with the Löwdin charge.
Geometry (Å):
C: -2.2653 5.0838 3.1675  -0.05
H: -1.9357 3.3114 2.0264  0.09
H: -0.4391 -1.1474 -1.1074  -0.01
H: 0.3150 -4.0533 3.6767  0.12
C: -6.1808 2.0759 0.4285  -0.02
C: 1.4917 -3.1705 2.1086  -0.44
F: 7.3928 -5.7373 -6.8276  -0.24
O: 0.4161 2.8619 2.5212  -0.02
O: -0.3516 1.0357 1.8389  -0.29
O: 1.6705 6.4349 -0.9897  0.03
H: 3.5266 -3.8843 1.8926  0.10
H: 5.7166 -1.9056 -0.9961  -0.01
H: 2.5679 -4.0351 0.4140  0.08
S: -1.6835 -0.5475 -3.4901  0.03
S: -4.1737 4.0957 -2.6419  0.78
Cl: 5.6030 -3.2659 -5.6531  0.66
H: -2.4726 0.0327 -0.9252  0.02
H: -2.3575 3.0142 3.6675  0.10
H: -2.8362 5.4587 4.0189  0.08
O: 5.8274 -1.9014 -6.0479  -0.33
H: 3.0705 2.7044 -1.7254  0.16
N: 1.1621 1.5706 -1.6861  -0.13
C: -7.7515 0.9684 1.8735  -0.08
C: -7.2002 2.1418 1.3679  -0.06
C: -0.2742 1.5606 -1.4400  -0.21
H: 0.0958 -3.5303 0.6767  0.10
O: 1.5635 0.9963 2.9707  -0.14
H: 2.1986 -6.4965 2.1070  0.10
O: 6.8659 -3.9986 -5.7022  -0.26
Cs: 2.2906 -0.0843 -3.9983  1.33
O: 3.4968 5.1311 -1.0025  -0.05
H: 3.1515 -2.4631 0.9246  0.06
H: 1.5521 -5.9188 0.5372  0.08
O: -3.9508 3.6402 2.4798  -0.06
O: 1.7253 0.3626 -2.0228  -0.82
N: -2.4554 2.6871 -0.7507  0.09
P: -1.2329 -0.0709 -1.6321  0.55
C: 2.7520 -3.4094 1.2886  -0.03
Cl: 7.5495 -1.8442 -2.4542  0.59
C: -7.2856 -0.2680 1.4374  -0.08
C: -6.2722 -0.3314 0.4884  -0.03
C: -2.6708 3.6284 2.8035  -0.45
H: -0.4067 -2.4773 1.7731  0.01
O: 5.0808 -3.3016 -4.3031  -0.39
F: -4.7500 0.8060 -0.9247  0.00
H: -0.7018 5.0468 -0.6371  0.15
N: 0.4091 -2.7179 1.2085  0.02
H: -7.5623 3.1040 1.7081  0.12
C: 1.2940 -6.3017 1.5262  -0.07
Ca: -0.0508 -0.7665 3.0774  1.57
H: -1.2056 5.1093 3.4403  0.08
O: 2.8569 -1.0322 -0.8978  0.11
Cl: 7.5663 -1.9752 0.4462  0.54
H: -8.5442 1.0188 2.6107  0.11
C: 0.5981 1.6194 2.4693  -1.06
C: -5.7362 0.8439 -0.0005  -0.29
C: 1.9689 2.7729 -1.5430  0.15
C: 1.0584 -4.3917 2.9420  -0.20
H: -5.9025 -1.2842 0.1272  0.11
C: -0.1990 4.0858 -0.9120  0.17
C: -1.0050 2.8220 -1.0186  -0.18
C: 1.2968 4.0472 -1.1752  0.04
N: 2.0006 -0.2365 -0.7771  0.08
H: -7.7119 -1.1810 1.8356  0.11
H: -2.4063 5.7680 2.3274  0.07
C: 2.2124 5.3326 -1.0418  -0.65
C: -3.0243 3.4654 -1.6325  -0.62
Cl: 6.4231 0.3370 -0.8987  0.51
H: 1.7169 -2.3566 2.8131  0.10
O: 0.4135 -5.4005 2.1920  -0.18
H: 1.8943 -4.8042 3.5168  0.14
H: 0.7645 -7.2443 1.3859  0.10
C: 6.6855 -1.4150 -0.9796  -1.55
H: -5.7243 2.9730 0.0285  0.10
O: 4.6613 -3.8747 -6.5485  -0.30
Al: -2.1822 0.8766 -5.7608  0.78

Cartesian forces (eV/Å) of the 2 atoms listed first:
C 0.684 1.067 -0.001
H -0.076 0.283 -0.476

Entry from OMol25: a molecular structure, C21H26BBrEuIN7O6 at a distorted geometry (ωB97M-V with the def2-TZVPD basis set).

Summary:
Multiplicity: 8
Total charge: -2

Each line ends with the Löwdin spin population.
Geometry (Å):
Br: 2.8994 -1.0696 4.1945  0.00
H: -0.0875 -1.5878 -5.8032  0.00
H: -1.3564 -3.5459 -4.7305  0.00
N: -1.0671 0.9621 0.8986  0.00
H: 2.8246 4.4520 0.4103  0.00
H: -1.4245 1.4082 -3.6250  0.00
C: 1.8890 2.1350 2.0010  0.00
C: 4.1771 -1.5000 0.6092  0.00
H: -0.3107 -4.0159 -3.4077  0.00
C: -0.3699 -1.9038 -3.7357  0.00
C: 6.1046 -2.8790 0.4227  0.00
O: 1.1501 4.4212 4.7557  0.00
H: 1.1508 2.3999 1.2233  0.00
I: -1.0493 -3.6765 3.0137  -0.01
C: 2.9507 3.0674 2.1091  0.00
H: -4.4249 -2.7608 -0.0590  0.00
H: -2.9536 -0.5846 -0.7467  0.00
H: 2.0984 5.0516 1.8323  0.00
H: -3.3417 -1.7313 -3.4203  0.00
O: -4.9173 -1.8509 1.6456  0.00
C: -2.1803 0.7158 1.0231  0.00
H: -3.0237 -2.3808 0.9846  0.00
H: -5.2146 0.9031 2.0254  0.00
C: 5.5487 -1.5823 0.6578  0.00
C: -4.4495 -1.0797 2.7077  0.00
H: 4.7935 1.1323 4.2366  0.00
N: 3.0352 -1.4352 0.6106  -0.01
C: -3.8139 -0.6000 -0.0328  0.00
C: 2.9068 4.4517 1.4741  0.00
H: -3.2143 0.0166 -4.1911  0.00
C: -4.2425 0.4090 2.2079  0.00
N: -0.0024 4.4113 4.2085  0.00
H: -1.8954 -3.1758 -3.0955  0.00
H: 0.1222 0.8154 -3.4943  0.00
Eu: 0.5806 -1.1207 1.0313  7.03
O: -1.4817 -0.6740 -2.1532  0.00
H: -5.3450 -1.1255 3.3959  0.00
N: 1.9325 0.9517 2.5455  0.00
N: 6.7022 -3.8628 0.2805  0.00
B: -0.3313 -1.2331 -1.5632  -0.01
C: -0.8314 0.5930 -4.0484  0.00
N: -3.4365 0.3540 1.0405  0.00
C: -1.0211 -3.2412 -3.7354  0.00
H: -2.8624 -1.3526 -5.0494  0.00
O: -0.6497 5.4796 4.1689  0.00
H: -3.5701 -1.4791 3.2280  0.00
H: -3.7716 0.9639 3.0044  0.00
C: -3.9753 -1.9731 0.5830  0.00
C: 6.3202 -0.5315 1.1761  0.00
O: -0.5217 3.3702 3.6939  0.00
H: 3.8350 5.0081 1.7777  0.00
N: 6.8246 0.3924 1.6713  0.00
C: -1.4121 -0.7263 -3.5665  0.00
H: 1.1724 -2.5567 -5.1848  0.00
C: 3.9636 2.7152 2.9043  0.00
H: 4.7995 3.3671 2.9261  0.00
C: 0.5526 -1.7154 -4.9299  0.00
H: -4.7745 -0.2586 -0.4435  0.00
H: 1.2499 -0.8505 -4.8574  0.00
C: -2.8244 -0.9574 -4.0616  0.00
C: 3.9898 1.4886 3.5823  0.00
O: 0.4008 -1.8184 -2.5728  0.00
C: 2.8917 0.6767 3.4067  0.00
H: -0.7181 0.7237 -5.1610  0.00

Cartesian forces (eV/Å) of the 2 atoms listed first:
Br -0.218 0.252 -0.101
H 0.001 0.264 -0.300

For each record above, in turn, the calculated energy values are -1246.1924, -957.3542, -6130.0072, -5257.4701 Ha.
For each record above, in turn, the calculated energy above the lowest of the compared OMol25 structures with the same formula, charge and spin values are 61.2, 0.0, 0.0, 19.5 kJ/mol.
For each record above, in turn, the calculated molecular weight values are 371.43, 477.27, 1017.33, 842.07 Da.